Molecular formula: H30O19P
Method: DFT, ωB97M-V/def2-TZVPD

Values from the calculation:
HOMO energy in eV: -0.528
Spin multiplicity: 1
Charge: -3
Energy in a.u.: -1789.118378
Orbital gap in Ha: 0.2757

Each line ends with the Mulliken charge.
CARTESIAN COORDINATES (ANGSTROEM)
1 P -0.082 0.132 0.240  -1.6671
2 O -1.516 0.545 0.688  0.2287
3 O 0.409 -1.135 1.024  0.0906
4 O 1.006 1.195 0.514  -0.4647
5 O -0.149 -0.273 -1.263  0.7388
6 O -0.078 -3.456 -1.853  -0.7190
7 H -0.083 -3.295 -2.801  0.3130
8 H 0.132 -2.581 -1.490  0.2951
9 O -2.432 2.999 1.351  -0.7074
10 H -2.245 2.024 1.266  0.3329
11 H -1.769 3.412 0.791  0.3452
12 O 0.254 1.321 -3.567  -0.6828
13 H 0.201 0.758 -2.743  0.1303
14 H -0.637 1.315 -3.916  0.2801
15 O 3.500 0.975 1.538  -0.7713
16 H 3.368 0.194 2.097  0.4039
17 H 2.579 1.201 1.243  0.4598
18 O -1.389 3.077 -1.652  -0.6393
19 H -1.577 2.764 -2.536  0.2558
20 H -1.224 2.265 -1.133  0.1981
21 O 1.987 -1.127 -2.703  -0.7690
22 H 1.367 -0.623 -2.111  0.0322
23 H 2.587 -1.560 -2.085  0.4195
24 O -3.371 0.647 -1.290  -0.6720
25 H -2.560 0.726 -0.706  0.3051
26 H -3.128 1.083 -2.107  0.2663
27 O -0.780 -0.899 3.623  -0.8873
28 H -0.596 -0.311 2.863  0.2860
29 H -0.304 -1.701 3.395  0.3498
30 O 2.750 -2.091 0.016  -0.8517
31 H 1.809 -1.768 0.145  0.1322
32 H 3.267 -1.275 0.050  0.4391
33 O -1.553 -1.061 -3.616  -0.6628
34 H -1.076 -0.786 -2.790  0.3485
35 H -2.222 -0.386 -3.741  0.2756
36 O 2.436 -1.420 2.800  -0.8392
37 H 2.821 -2.102 2.239  0.3488
38 H 1.627 -1.147 2.281  0.2398
39 O 0.365 2.083 2.983  -0.7746
40 H -0.598 2.079 2.943  0.3633
41 H 0.649 1.666 2.120  0.3973
42 O -3.323 -0.279 2.554  -0.7832
43 H -2.763 0.025 1.797  0.3390
44 H -2.680 -0.702 3.138  0.4256
45 O 1.717 2.927 -1.425  -0.7353
46 H 1.128 2.732 -2.162  0.4186
47 H 1.612 2.155 -0.799  0.2920
48 O -0.102 -3.684 1.453  -0.7247
49 H 0.167 -2.754 1.165  0.3233
50 H 0.499 -3.889 2.175  0.2772

Cartesian forces, eV/Å:
0.4 -1.3 0.0
1.0 0.3 -0.3
-0.2 0.2 -0.1
-0.9 0.1 -0.3
0.2 0.7 -0.4
0.0 -0.2 -0.1
0.0 0.2 0.0
-0.1 0.0 0.0
-0.2 -0.3 0.4
0.1 0.8 -0.2
0.1 -0.1 -0.1
0.2 0.1 0.4
-0.1 0.4 -0.4
-0.1 -0.3 -0.1
0.0 0.1 -0.1
-0.2 0.1 0.0
0.5 -0.3 -0.1
-0.2 0.0 0.4
0.2 -0.1 -0.1
0.1 0.4 -0.2
0.1 0.3 0.0
0.2 -0.6 -0.3
-0.2 -0.1 0.2
0.3 0.0 0.1
-0.7 -0.5 0.0
0.0 0.2 0.0
-0.1 0.3 0.3
0.0 -0.4 0.3
0.0 0.0 -0.3
0.0 0.1 -0.3
0.5 -0.1 0.3
-0.2 0.1 0.2
0.3 0.1 0.0
-0.4 -0.3 0.0
-0.2 -0.1 0.2
-0.2 -0.1 0.4
-0.1 0.1 -0.3
0.3 -0.1 0.0
0.1 -0.3 -0.1
0.0 0.1 -0.2
-0.2 0.6 0.4
-0.3 0.2 -0.1
-0.2 -0.4 0.4
0.2 0.0 -0.1
0.4 -0.3 0.1
0.0 -0.1 0.1
-0.2 0.7 -0.3
0.3 0.2 0.1
-0.6 -0.4 0.3
0.1 0.1 -0.1


Molecular formula: H31O16
Method: DFT, ωB97M-V/def2-TZVPD

Values from the calculation:
HOMO energy (alpha / beta) in eV: 2.572 / -3.946
Spin multiplicity: 2
Charge: -2
Energy in a.u.: -1222.342324
Orbital gap (alpha / beta) in Ha: 0.0718 / 0.3110

Each line ends with the Mulliken charge.
CARTESIAN COORDINATES (ANGSTROEM)
1 O 0.495 -3.814 -4.007  -0.7242
2 H -1.775 1.566 3.568  0.4146
3 H 0.194 -2.167 1.057  0.1265
4 O -3.189 -3.347 -0.595  -0.7457
5 H 0.919 -3.717 -3.121  0.3827
6 H 1.231 -4.417 -4.217  0.2886
7 O -1.242 0.121 -0.179  -0.7764
8 H -2.510 -3.025 -1.298  0.3127
9 H 1.309 -1.252 0.471  0.2431
10 O 0.682 -1.987 0.319  -0.1818
11 H -2.861 2.321 1.862  0.3097
12 H -2.856 -3.106 0.277  0.3942
13 O -1.318 1.611 4.557  -0.9053
14 H 3.648 -3.532 -3.139  0.3535
15 H -0.284 4.835 3.481  0.3284
16 O 1.670 0.608 0.643  -1.1787
17 H 2.313 0.965 1.169  0.4477
18 H 0.962 1.294 0.679  0.4052
19 O 2.360 2.928 2.019  -0.6836
20 H 1.552 2.999 1.379  0.2399
21 H 1.742 2.760 2.779  0.3566
22 O -0.473 2.469 0.544  -0.9594
23 H -1.729 1.314 1.509  0.3405
24 H -0.470 -0.222 0.369  0.2421
25 O 1.350 4.046 -3.341  -0.7030
26 H 1.086 3.154 -3.172  0.3451
27 O 2.853 -3.057 -3.007  -0.6499
28 H -0.809 0.762 4.580  0.3183
29 H 2.942 -2.295 -2.475  0.2396
30 O -1.685 -0.973 -2.615  -0.7200
31 H -1.209 1.013 -0.024  0.3360
32 H -0.967 -1.448 -3.215  0.4325
33 O -0.742 4.408 4.199  -0.6850
34 H -2.837 -2.166 -3.827  0.3461
35 H -0.635 -2.857 4.787  0.6066
36 O 3.889 0.494 -1.544  -0.6804
37 H -1.304 -0.857 -1.690  0.3465
38 H -1.004 -1.545 4.206  0.1943
39 O -0.356 -1.922 4.843  -1.0840
40 H -0.644 3.436 4.139  0.3565
41 H 4.116 1.410 -1.744  0.3277
42 O -2.421 1.523 2.252  -0.6798
43 H 0.606 4.584 -3.006  0.3253
44 H -0.900 3.074 -0.047  0.0300
45 O -2.732 -3.144 -3.996  -0.6575
46 H 2.998 0.683 -1.142  0.3444
47 H -1.965 -3.528 -4.290  0.2800

Cartesian forces, eV/Å:
1.1 -1.0 1.1
0.9 0.3 2.3
-1.8 -0.6 3.4
1.3 0.4 -1.8
-1.1 1.0 -0.1
-0.5 0.0 -1.2
0.9 -5.4 0.5
-1.7 -0.6 2.0
-0.5 -0.3 0.4
2.4 0.6 -3.7
0.7 -0.9 0.7
0.3 0.2 -0.2
-0.1 -1.1 -2.1
1.4 -0.2 0.3
0.2 -0.3 -0.5
-2.5 -1.2 -2.2
2.8 1.4 2.3
-0.3 -0.1 -0.6
-3.4 0.1 -0.3
1.8 0.2 0.5
1.3 0.1 -0.2
0.7 -0.4 0.8
-1.3 0.9 1.8
-1.4 0.3 -1.2
-0.3 1.4 -0.1
-0.3 -1.0 0.3
-1.8 -1.0 -1.0
-0.5 1.1 0.2
0.7 1.3 1.0
2.5 -1.4 -1.3
0.6 4.4 0.1
-2.0 1.5 2.3
-0.2 0.0 0.6
1.4 -1.8 -0.2
0.4 0.2 0.2
-1.3 0.8 0.4
-0.4 0.2 -1.1
0.5 0.1 0.3
-0.9 -0.3 -0.5
-0.1 0.2 -0.1
0.5 -0.1 -0.2
0.2 0.2 -2.4
0.6 -0.5 -0.2
-0.1 0.6 -0.5
-4.6 1.7 1.2
0.7 -0.8 0.0
3.3 -0.2 -0.9


Molecular formula: H32O16
Method: DFT, ωB97M-V/def2-TZVPD

Values from the calculation:
HOMO energy in eV: -10.055
Spin multiplicity: 1
Energy in a.u.: -1223.037621
Orbital gap in Ha: 0.3619

Each line ends with the Mulliken charge.
CARTESIAN COORDINATES (ANGSTROEM)
1 O -1.852 -1.429 2.372  -0.6321
2 H -2.209 -0.597 2.034  0.3793
3 H -2.207 -2.217 1.961  0.2754
4 O 0.056 -0.381 0.160  2.2313
5 H -0.491 0.351 0.166  -0.3631
6 H 0.976 -0.140 -0.174  -0.3869
7 O 1.229 -1.132 -3.093  -0.6474
8 H 0.479 -1.533 -2.635  0.3514
9 H 0.731 -0.628 -3.725  0.2921
10 O -2.727 -1.288 -0.654  -0.6675
11 H -2.250 -0.607 -1.134  0.2312
12 H -3.445 -1.559 -1.225  0.2844
13 O -2.915 0.861 1.570  -0.6916
14 H -3.234 1.028 2.437  0.2640
15 H -3.514 0.319 1.074  0.2856
16 O -3.107 2.312 -1.297  -0.6368
17 H -2.459 1.688 -1.185  0.3007
18 H -3.774 1.888 -1.863  0.3190
19 O -0.618 2.284 0.608  -0.6617
20 H 0.052 2.067 1.275  0.3856
21 H -1.364 1.850 1.013  0.2240
22 O -0.489 -3.164 -0.694  -0.7465
23 H 0.343 -2.776 -0.520  0.2627
24 H -1.142 -2.546 -0.411  0.3158
25 O 3.126 2.826 -0.055  -0.6631
26 H 2.415 3.357 0.279  0.2999
27 H 2.815 1.915 -0.050  0.3521
28 O 1.091 -1.657 2.540  -0.7545
29 H 0.475 -1.341 1.908  0.1001
30 H 0.454 -1.626 3.212  0.3578
31 O 1.322 1.384 2.510  -0.7547
32 H 0.622 0.989 3.052  0.2942
33 H 1.946 0.667 2.390  0.3597
34 O 3.261 -0.213 1.819  -0.6546
35 H 2.512 -0.893 1.978  0.3758
36 H 4.003 -0.433 2.326  0.2112
37 O 0.110 2.421 -2.167  -0.7308
38 H 0.062 2.366 -1.180  0.3071
39 H -0.510 3.038 -2.453  0.2929
40 O 2.273 -2.637 -0.374  -0.6167
41 H 2.183 -3.239 0.368  0.2502
42 H 3.118 -2.907 -0.724  0.2402
43 O 2.339 0.300 -0.877  -0.7855
44 H 2.560 -0.586 -0.662  0.2210
45 H 1.898 0.291 -1.726  0.3442
46 O -1.424 0.205 -2.442  -0.5324
47 H -0.809 0.911 -2.469  0.2687
48 H -1.907 0.214 -3.260  0.2486

Cartesian forces, eV/Å:
0.8 -0.3 1.2
0.0 -0.6 -0.5
-0.2 0.3 -0.4
2.2 -3.2 -0.1
-1.2 2.5 0.0
-1.5 0.4 0.5
-0.2 -0.2 0.3
0.1 -0.4 0.6
0.0 0.6 -0.8
-0.7 -0.2 1.0
0.5 0.1 -0.5
-0.1 -0.2 -0.2
1.3 0.6 -0.7
-0.9 0.2 1.0
-0.8 -0.4 -0.5
-3.0 2.3 -0.7
2.5 -2.4 0.4
0.4 0.3 0.3
0.4 0.2 0.0
1.0 0.1 0.0
-1.2 0.0 0.0
-0.7 -1.8 -0.8
1.3 0.8 0.2
-0.7 1.0 0.3
0.6 0.1 -0.2
-0.5 0.3 0.3
0.0 -0.2 0.0
1.5 -0.6 -0.2
-0.9 0.7 -2.7
-1.0 -0.4 2.6
-1.6 0.8 0.6
0.3 0.2 -0.1
0.9 0.0 -0.3
-2.9 -0.8 -1.4
1.8 0.8 0.1
1.5 -0.7 1.3
1.8 -2.2 1.2
-0.2 0.4 -0.7
-1.7 1.8 -0.4
0.1 0.0 0.3
-0.3 0.0 0.5
0.5 0.0 -0.6
-0.1 1.6 0.2
0.7 -1.5 0.1
0.1 -0.3 -0.8
-1.2 -1.9 0.2
1.6 1.9 0.0
-0.3 0.1 -0.6


Molecular formula: H32O16
Method: DFT, ωB97M-V/def2-TZVPD

Values from the calculation:
HOMO energy in eV: -10.963
Spin multiplicity: 1
Energy in a.u.: -1223.040069
Orbital gap in Ha: 0.4055

Each line ends with the Mulliken charge.
CARTESIAN COORDINATES (ANGSTROEM)
1 O 0.481 -1.065 0.096  -0.4535
2 H 0.406 -0.961 -0.859  0.2375
3 H 1.411 -0.910 0.351  0.2799
4 O -0.217 -0.825 2.574  -0.6231
5 H -1.164 -0.811 2.772  0.2740
6 H -0.340 -1.324 1.752  0.2859
7 O -1.715 -2.589 -0.393  -0.6267
8 H -0.867 -2.361 0.024  0.3597
9 H -1.376 -2.860 -1.251  0.2648
10 O -0.429 -2.226 -3.299  -0.6336
11 H 0.440 -2.508 -2.950  0.3846
12 H -0.169 -1.518 -3.890  0.2847
13 O -3.237 1.782 0.185  -0.6583
14 H -3.796 0.979 0.171  0.3931
15 H -2.983 1.784 -0.745  0.2819
16 O 3.321 -1.290 -0.972  -0.6141
17 H 3.898 -0.527 -1.139  0.3678
18 H 3.180 -1.348 -0.023  0.2942
19 O 5.075 0.466 -2.181  -0.7044
20 H 5.341 0.077 -3.011  0.3042
21 H 4.523 1.244 -2.403  0.3867
22 O -3.825 -2.150 2.501  -0.5724
23 H -4.297 -2.535 3.233  0.2742
24 H -3.143 -2.699 2.111  0.3223
25 O -2.296 3.778 3.236  -0.6394
26 H -2.377 3.037 3.829  0.3114
27 H -2.587 3.539 2.354  0.3043
28 O 2.589 0.001 1.307  -0.6658
29 H 2.517 0.951 1.392  0.3085
30 H 1.911 -0.317 1.908  0.2656
31 O -3.888 -0.752 -0.480  -0.6371
32 H -3.093 -1.268 -0.263  0.3826
33 H -4.433 -1.410 -0.911  0.2873
34 O 1.115 3.430 -0.755  -0.7020
35 H 0.767 3.088 0.080  0.3863
36 H 0.555 3.095 -1.458  0.3107
37 O 2.189 -2.809 -3.461  -0.6642
38 H 2.579 -3.629 -3.783  0.3039
39 H 2.780 -2.561 -2.739  0.3137
40 O -2.552 0.747 2.479  -0.6418
41 H -2.541 1.050 1.577  0.3834
42 H -2.974 -0.038 2.779  0.2882
43 O 2.829 1.926 -2.168  -0.6872
44 H 2.381 1.834 -1.325  0.3704
45 H 2.883 2.851 -2.395  0.3068
46 O 0.557 1.929 1.406  -0.6518
47 H 0.109 2.329 2.151  0.2626
48 H 0.283 1.029 1.247  0.3943

Cartesian forces, eV/Å:
-0.1 -0.2 -0.3
0.3 0.0 -0.1
-0.3 0.2 -0.7
-0.6 -1.0 -0.3
0.2 0.9 0.8
0.9 0.2 -0.1
0.4 -0.2 0.4
-0.2 0.2 0.2
-0.5 0.0 -0.7
0.1 0.0 0.8
-0.2 -0.2 -0.5
-0.1 0.2 -0.2
-0.3 -0.2 -0.5
-0.1 0.1 0.2
0.3 0.3 0.0
-0.4 -0.7 -0.4
0.2 0.0 -0.1
0.5 0.2 -0.1
0.1 0.5 0.2
0.1 -0.2 -0.3
-0.1 -0.5 0.2
0.0 1.3 -0.5
0.3 -0.7 0.1
-0.2 -0.6 0.4
0.5 1.0 0.0
-0.3 -0.6 -0.3
-0.2 -0.5 0.1
0.3 -0.5 0.3
-0.1 0.6 -0.1
-0.1 0.0 0.8
0.2 -0.1 0.0
0.1 0.1 -0.1
-0.4 0.0 -0.1
0.3 0.4 -0.3
-0.2 -0.3 0.1
-0.2 0.0 0.1
0.5 -0.3 0.1
-0.2 0.0 -0.2
0.1 0.4 0.4
1.4 1.3 2.2
-0.7 -0.5 -0.9
-1.1 -0.9 -0.8
0.5 -0.9 -0.9
-0.1 0.6 0.1
-0.3 0.5 0.4
0.8 0.9 -0.3
-0.5 -0.4 0.3
-0.7 -0.5 0.4


Molecular formula: H32O16
Method: DFT, ωB97M-V/def2-TZVPD

Values from the calculation:
HOMO energy in eV: -9.881
Spin multiplicity: 1
Energy in a.u.: -1223.028261
Orbital gap in Ha: 0.3614

Each line ends with the Mulliken charge.
CARTESIAN COORDINATES (ANGSTROEM)
1 O -30.983 6.136 0.540  -0.6563
2 H -31.674 5.888 1.174  0.2608
3 H -30.297 6.709 0.926  0.4607
4 O -26.770 7.023 2.568  -0.6273
5 H -26.359 6.172 2.674  0.2750
6 H -27.336 7.171 3.342  0.3725
7 O -28.105 7.650 5.019  -0.7646
8 H -27.847 8.497 4.682  0.2957
9 H -28.494 7.753 5.919  0.3344
10 O -29.617 8.609 -0.877  -0.5282
11 H -29.078 7.932 -0.480  0.1962
12 H -30.011 8.144 -1.596  0.2831
13 O -30.512 11.686 1.407  -0.6362
14 H -30.217 12.532 1.116  0.1999
15 H -31.330 11.783 1.907  0.2803
16 O -27.692 12.808 0.310  -0.7748
17 H -26.870 13.252 0.658  0.3041
18 H -27.457 12.002 -0.191  0.5051
19 O -27.335 12.338 2.893  -0.7828
20 H -26.440 11.966 2.932  0.3271
21 H -27.561 12.246 1.963  0.3832
22 O -29.503 11.387 -1.834  -0.5863
23 H -29.155 10.525 -1.532  0.3126
24 H -28.877 11.565 -2.507  0.3041
25 O -31.768 9.608 0.276  -0.7474
26 H -30.908 9.189 -0.040  0.3827
27 H -31.454 10.467 0.520  0.5031
28 O -25.871 9.604 1.340  -0.8240
29 H -25.728 8.871 0.738  0.3178
30 H -26.823 9.500 1.533  0.2432
31 O -26.622 10.738 -0.942  -0.7462
32 H -26.413 10.396 -0.095  0.4461
33 H -26.048 11.399 -1.358  0.2767
34 O -29.897 7.349 2.683  -0.5256
35 H -29.901 6.482 3.087  0.2092
36 H -30.826 7.604 2.733  0.3068
37 O -28.493 9.777 1.698  0.6528
38 H -28.857 9.005 2.084  -0.0551
39 H -29.226 10.307 1.441  -0.1637
40 O -28.007 6.666 0.150  -0.6704
41 H -27.706 6.611 1.057  0.3060
42 H -28.292 5.810 -0.121  0.3007
43 O -27.520 10.246 4.546  -0.7591
44 H -28.069 10.695 5.164  0.2816
45 H -27.736 10.573 3.647  0.4946
46 O -30.616 8.972 4.843  -0.6372
47 H -29.934 9.568 5.102  0.2846
48 H -30.059 8.346 4.488  0.3847

Cartesian forces, eV/Å:
-0.1 -0.5 -0.6
0.6 0.5 -0.2
-0.8 -0.4 0.3
-0.5 0.4 -0.4
0.3 -0.5 0.4
0.2 -0.4 0.1
-0.8 -2.0 1.2
0.5 1.8 0.2
0.7 0.0 -1.2
0.2 0.9 -0.1
1.0 -0.6 0.7
-0.8 -0.3 -1.0
-0.3 -0.9 0.6
0.4 1.1 -0.4
0.2 0.2 0.1
0.7 1.2 0.8
-1.2 -0.8 -0.9
0.2 0.2 -0.2
0.7 -0.2 0.7
-0.2 0.2 0.2
-0.5 0.1 -0.6
-0.4 -1.0 1.0
-0.5 0.2 0.2
0.9 0.7 -1.2
0.7 -1.6 -0.3
-1.5 0.4 0.2
0.1 0.8 -0.1
-0.1 0.1 -0.2
0.4 -0.4 0.1
0.0 0.2 0.3
-1.4 0.8 -3.2
1.6 -0.2 1.8
0.3 -0.7 0.9
-0.2 0.2 0.1
0.4 -0.4 0.2
-0.2 0.5 -0.2
1.7 0.0 0.1
-0.7 -1.4 0.6
-1.2 1.2 -0.4
0.0 0.9 -0.6
0.3 0.2 0.8
-0.4 -1.0 -0.3
0.6 -1.3 -0.8
-0.5 1.0 0.5
-0.1 0.4 0.5
-2.2 1.7 1.1
0.3 1.4 0.6
1.7 -2.9 -1.6


Molecular formula: H33O16
Method: DFT, ωB97M-V/def2-TZVPD

Values from the calculation:
HOMO energy in eV: -13.388
Spin multiplicity: 1
Charge: +1
Energy in a.u.: -1223.298699
Orbital gap in Ha: 0.4072

Each line ends with the Mulliken charge.
CARTESIAN COORDINATES (ANGSTROEM)
1 O -2.806 -2.191 0.031  -0.5622
2 H -2.010 -2.226 -0.468  0.2873
3 H -3.071 -3.108 0.033  0.2875
4 O 0.485 -0.618 -0.240  -0.5350
5 H 0.702 -1.119 -1.081  0.2542
6 H -0.522 -0.459 -0.327  0.2406
7 O -0.665 -2.707 3.956  -0.6116
8 H -1.073 -3.530 3.859  0.2892
9 H -0.242 -2.907 4.909  0.3221
10 O -2.671 1.259 3.838  -0.6596
11 H -3.466 1.146 4.365  0.2853
12 H -3.085 1.301 3.001  0.3981
13 O -1.583 0.278 -2.440  -0.5831
14 H -2.621 0.444 -2.290  0.3272
15 H -1.492 -0.605 -2.697  0.3210
16 O 2.443 -0.349 -3.003  -0.6950
17 H 2.917 -0.561 -3.860  0.2982
18 H 1.650 0.211 -3.022  0.3885
19 O 3.811 1.090 -0.568  -0.5715
20 H 4.695 1.261 -0.444  0.2437
21 H 3.468 1.641 -1.319  0.2754
22 O -0.565 -0.163 3.639  -0.6641
23 H -1.124 0.402 4.103  0.2919
24 H -0.936 -1.073 3.481  0.3738
25 O 1.830 -0.384 3.139  -0.6702
26 H 1.571 0.392 0.479  0.4616
27 O -1.994 2.718 0.087  -0.6149
28 H -1.713 3.358 0.714  0.3263
29 H -1.334 2.155 0.409  0.2564
30 O 1.312 2.887 -2.335  -0.5855
31 H 0.798 3.270 -1.625  0.2977
32 H 0.854 3.315 -3.125  0.3039
33 O 3.496 -2.613 -0.088  -0.5702
34 H 3.274 -3.241 -0.805  0.2950
35 H 4.386 -2.661 0.224  0.2829
36 O -3.916 1.173 1.557  -0.6967
37 H -3.608 1.855 0.894  0.3603
38 H -4.681 1.492 1.920  0.3029
39 O 2.156 0.978 1.133  -0.5874
40 H 3.095 0.656 0.886  0.4483
41 H 2.016 0.314 2.116  0.4769
42 O 0.199 -1.489 -3.367  -0.6516
43 H -0.109 -0.949 -4.084  0.3263
44 H 1.121 -1.679 -3.397  0.3342
45 O -0.789 0.651 -4.791  -0.5944
46 H -1.181 1.271 -4.367  0.2464
47 H -1.203 0.213 -5.516  0.3126
48 H 0.964 -0.003 3.733  0.5405
49 H 1.220 -1.100 2.752  0.3964

Cartesian forces, eV/Å:
-0.7 0.2 0.5
1.2 0.1 -0.7
-0.4 -0.4 0.1
-2.0 -0.6 -1.3
-0.2 0.9 1.1
2.3 -0.1 0.1
2.5 0.3 3.9
-1.4 -2.1 -1.0
-1.1 1.3 -3.1
0.1 0.3 2.5
0.2 0.0 0.8
-0.2 -0.1 -2.5
-4.2 3.1 2.2
3.6 -0.8 -0.4
0.2 -2.3 -0.7
1.6 -0.7 -0.4
-1.5 1.2 1.4
0.5 0.0 -1.0
-2.6 0.0 -1.8
3.2 0.8 0.0
0.5 -0.8 1.0
2.3 -2.0 -1.5
-2.3 1.4 1.0
0.2 1.2 0.8
-3.0 -0.7 0.5
0.8 1.2 0.9
-1.0 0.6 -0.7
-0.6 2.4 0.8
1.6 -2.9 -0.1
-1.0 0.8 -1.8
-0.1 0.0 0.5
1.1 -1.0 1.3
-1.8 0.2 -0.5
0.9 0.4 0.8
0.8 -0.6 -0.3
3.2 -0.2 -2.5
-0.3 -0.9 0.9
-3.3 1.3 1.2
-0.1 -3.0 0.1
-1.7 1.3 -0.4
-0.3 0.7 0.2
-1.8 -1.4 1.3
0.3 0.8 -0.7
1.0 0.1 -0.4
6.0 -6.5 -4.4
-4.7 5.9 4.0
-1.0 0.5 -0.6
1.6 -0.8 -1.7
1.7 0.9 0.5